A molecular structure, C48H72CaF6O34 in a non-equilibrium geometry, computed with ωB97M-V/def2-TZVPD.

```
161
Properties=species:S:1:pos:R:3:forces:R:3:mulliken_charge:R:1
Ca 0.35064 -0.01527 -5.46728 0.26 0.06 0.88 1.460
C 0.35786 -0.92827 -0.54452 -0.46 -0.19 -4.33 0.021
O 0.87092 0.30030 -1.02300 1.48 1.47 1.39 -0.210
O 0.39885 -1.62936 -1.75387 -0.43 -0.76 1.55 -0.813
C 1.06752 -1.57650 0.66074 -0.57 0.43 -0.29 0.693
F 2.37197 -1.39445 0.71289 0.91 -0.13 -0.26 -0.240
F 0.58045 -1.01475 1.79973 -0.17 -0.08 0.20 -0.279
F 0.79940 -2.88411 0.72526 0.10 -0.05 0.06 -0.258
C 0.92956 1.40005 -0.13380 -0.84 0.35 0.05 -0.174
C 1.61386 2.56173 -0.78735 1.04 0.24 -0.16 -1.244
H 1.72556 3.35668 -0.05001 -0.40 0.30 -0.17 0.377
H 2.63749 2.38988 -1.12015 0.10 -0.53 0.07 0.322
H 1.08270 2.88646 -1.68207 -0.25 0.23 0.18 0.249
H 1.30442 1.19876 0.86973 0.56 -0.38 -0.15 0.321
H -0.07682 1.77396 0.05454 -0.58 -0.18 0.13 0.259
H -0.64776 -0.68739 -0.19985 -0.57 -0.35 0.38 0.221
C 1.48654 3.54780 -10.54133 -0.95 -1.01 2.97 -0.017
O 0.91599 2.50686 -11.24288 -0.14 -1.37 -1.85 -0.224
O 1.27950 3.19355 -9.22281 1.15 1.21 -1.08 -0.762
C 2.90835 3.91687 -11.02337 3.02 0.82 3.04 0.782
F 3.50063 4.92187 -10.21167 -1.45 -0.76 -0.20 -0.314
F 3.91902 3.00557 -11.01768 -1.13 -0.80 -0.09 -0.290
F 2.91801 4.45856 -12.19294 -0.59 0.64 -2.42 -0.231
C 0.82016 2.59838 -12.65300 -0.05 -2.10 -0.25 -0.113
C 0.01241 1.39172 -13.17412 -0.79 0.58 0.24 -1.312
H 0.39114 0.40451 -12.90940 0.42 0.26 0.29 0.310
H -1.01240 1.43779 -12.80569 -0.15 -0.03 -0.09 0.326
H -0.00303 1.42728 -14.26343 -0.11 0.10 -0.06 0.384
H 1.76831 2.36171 -13.13579 0.56 1.06 0.09 0.235
H 0.36631 3.53767 -12.96900 0.18 0.12 -0.13 0.302
H 0.91845 4.43920 -10.80736 -0.16 0.88 0.07 0.218
C 3.35271 -8.13493 -4.60677 -0.57 -0.23 0.12 -1.340
C 2.06830 -8.89491 -4.15254 0.54 0.55 -1.51 0.418
C 0.84345 -8.77439 -5.07685 -0.06 1.09 0.06 -0.439
O 0.32548 -10.07163 -5.18485 1.30 -1.48 0.02 -0.337
C 1.37223 -10.96958 -4.85149 -2.85 -1.31 0.33 0.640
O 1.24511 -12.16962 -4.91866 0.63 2.15 -0.28 -0.525
O 2.35090 -10.29007 -4.29559 1.16 -0.29 0.64 -0.319
H 4.14265 -8.21945 -3.86048 -0.18 0.17 0.13 0.339
H 3.16713 -7.09027 -4.85644 -0.19 0.12 0.46 0.366
H 3.78063 -8.53841 -5.52448 -0.36 -0.43 -0.03 0.357
H 1.75933 -8.65072 -3.13616 0.37 -0.28 0.16 0.273
H 1.10055 -8.38181 -6.06066 0.17 -0.06 -0.15 0.269
H 0.06816 -8.13163 -4.65985 0.06 0.01 0.07 0.297
C 6.70376 -7.02705 2.98137 -0.89 0.64 0.22 -1.375
C 6.55289 -6.45591 4.40749 0.45 -0.36 -1.71 0.427
C 5.15906 -6.49123 4.99864 -0.32 0.16 -0.78 -0.406
O 5.40135 -6.95126 6.31719 -0.54 -0.16 0.97 -0.312
C 6.62612 -7.51423 6.39852 1.29 -1.20 1.67 0.667
O 7.14474 -8.10966 7.32682 -1.80 1.32 -1.47 -0.563
O 7.25942 -7.32938 5.24874 1.07 -0.31 0.02 -0.340
H 6.10478 -7.92940 2.85857 0.12 -0.16 0.25 0.353
H 7.73382 -7.24764 2.70133 -0.05 0.22 0.22 0.336
H 6.26763 -6.30945 2.28644 0.21 0.11 -0.20 0.376
H 7.01308 -5.47011 4.47472 -0.01 0.12 0.03 0.268
H 4.51261 -7.16340 4.43437 0.07 -0.56 0.25 0.263
H 4.61119 -5.54949 4.96615 0.39 0.19 0.53 0.306
C -9.59680 3.81938 -3.15835 -0.24 0.21 0.07 -1.422
C -8.24066 3.78756 -2.45274 -2.64 -0.68 0.82 0.570
C -8.06935 2.42208 -1.66256 -1.01 1.94 0.97 -0.403
O -6.84993 2.00652 -2.08412 2.87 -0.74 -1.92 -0.320
C -6.31471 2.85332 -3.02911 1.41 -1.08 0.37 0.648
O -5.22624 2.73596 -3.51042 -0.44 -0.37 0.24 -0.571
O -7.13140 3.84443 -3.30568 -0.53 0.47 -0.21 -0.345
H -9.83569 2.93144 -3.74367 0.31 -0.06 -0.04 0.349
H -9.80372 4.70042 -3.76584 0.50 0.05 -0.12 0.352
H -10.34890 3.88656 -2.37226 -0.05 -0.19 0.18 0.382
H -8.24481 4.63274 -1.76444 0.47 0.03 -0.01 0.219
H -8.83791 1.65955 -1.78889 -0.10 0.17 -0.49 0.283
H -7.94958 2.58773 -0.59190 -0.50 0.24 0.15 0.259
C -3.24405 8.27686 -0.22333 -0.16 -0.87 -0.10 -1.400
C -3.50763 8.76127 1.20272 2.33 -0.74 -2.11 0.449
C -4.03171 10.14758 1.17617 1.55 1.59 -0.12 -0.380
O -5.36857 9.99531 1.42312 -1.93 1.75 0.24 -0.302
C -5.64338 8.79586 1.81841 -3.50 -3.30 0.77 0.673
O -6.76069 8.39090 2.13396 2.83 0.97 -0.52 -0.582
O -4.54519 7.99850 1.71895 -1.11 -0.34 1.12 -0.347
H -2.94798 7.22945 -0.16526 -0.10 -0.11 -0.13 0.334
H -2.47477 8.77250 -0.81547 0.04 0.41 0.44 0.375
H -4.18115 8.33486 -0.77702 -0.05 -0.03 -0.13 0.352
H -2.58201 8.60440 1.75655 -0.25 0.22 0.47 0.281
H -3.95180 10.60063 0.18800 0.37 0.18 0.16 0.262
H -3.58016 10.77087 1.94800 -0.02 0.27 -0.10 0.283
C -4.27097 -8.06612 7.76082 -0.60 -0.65 0.69 -1.469
C -2.83999 -7.85599 8.21745 -1.90 -0.80 -1.77 0.470
C -2.02264 -7.14626 7.16837 0.22 -0.78 0.08 -0.369
O -1.42830 -6.11820 7.92200 2.77 0.86 -2.59 -0.344
C -1.89125 -6.02361 9.11829 -0.93 1.25 1.99 0.718
O -1.59380 -5.18778 9.93263 -0.28 -1.06 -0.64 -0.567
O -2.86208 -6.94039 9.23075 -0.54 0.41 3.35 -0.368
H -4.77917 -8.69674 8.49031 -0.01 -0.18 0.03 0.360
H -4.34275 -8.58903 6.80715 0.05 0.25 -0.12 0.379
H -4.84353 -7.13940 7.79909 0.25 0.17 -0.51 0.362
H -2.46617 -8.83444 8.51908 0.56 0.19 0.23 0.260
H -2.62939 -6.68162 6.39115 0.15 -0.26 -0.16 0.282
H -1.28751 -7.87307 6.82275 0.24 0.62 -0.58 0.286
C -4.90399 0.13565 4.11410 -0.03 -0.38 0.90 -1.418
C -5.33673 -1.29660 4.47152 1.79 0.48 -1.71 0.461
C -6.07025 -1.60413 5.71616 -0.15 1.38 1.79 -0.352
O -7.19285 -2.35203 5.31007 0.42 -0.13 1.27 -0.319
C -7.19762 -2.40378 3.98318 -4.69 -2.32 -0.80 0.687
O -8.10640 -2.95688 3.39019 1.47 0.66 0.44 -0.604
O -6.23151 -1.76203 3.45122 2.20 1.14 -1.27 -0.320
H -4.14338 0.46406 4.82242 0.09 -0.07 0.12 0.389
H -5.71746 0.85572 4.20286 -0.15 -0.14 -0.27 0.362
H -4.43087 0.16558 3.13259 -0.30 -0.08 -0.03 0.340
H -4.44387 -1.92158 4.45394 0.10 -0.11 -0.42 0.220
H -6.36316 -0.66214 6.17979 -0.56 0.02 0.16 0.255
H -5.45781 -2.10006 6.46920 -0.18 -0.45 -0.21 0.299
C -5.61555 -6.61067 -2.31070 0.78 0.65 -1.18 -1.426
C -5.21116 -7.81641 -1.52682 -0.99 1.04 1.62 0.426
C -4.63092 -7.49418 -0.15396 1.22 1.15 -0.88 -0.452
O -5.56512 -7.91143 0.77410 2.10 0.68 2.43 -0.312
C -6.58769 -8.41962 0.22064 -2.50 -2.95 -1.15 0.675
O -7.44749 -8.99608 0.83309 0.04 0.83 -1.11 -0.559
O -6.44255 -8.36284 -1.15117 -2.16 -1.69 1.00 -0.341
H -4.78070 -5.92368 -2.44913 0.52 -0.49 -1.13 0.397
H -6.29458 -5.85515 -1.91547 -0.57 -0.90 1.06 0.349
H -6.11415 -7.05822 -3.17047 0.39 0.81 -0.66 0.347
H -4.63487 -8.59634 -2.02451 0.02 0.40 -0.47 0.293
H -4.61449 -6.41626 0.00702 1.04 0.03 -0.26 0.304
H -3.68800 -8.03571 -0.07813 0.11 0.43 0.74 0.298
C 4.09500 10.04843 -3.26947 -0.12 -0.54 0.26 -1.391
C 4.95801 9.78645 -1.99876 0.04 -0.36 -2.19 0.474
C 6.06760 8.80372 -2.25513 -0.68 -3.09 -0.64 -0.547
O 7.27971 9.38723 -1.85159 0.49 -2.46 -0.11 -0.302
C 7.04274 10.62549 -1.64433 2.83 4.79 1.24 0.709
O 7.89548 11.45889 -1.32598 -2.23 -1.89 -0.73 -0.603
O 5.76674 10.90248 -1.87474 -0.53 3.20 1.12 -0.327
H 4.68675 10.14716 -4.17951 0.65 0.18 0.34 0.375
H 3.52086 10.97247 -3.20149 -0.14 -0.19 0.32 0.323
H 3.45766 9.20768 -3.54340 -0.37 -0.02 0.52 0.389
H 4.42438 9.52611 -1.08467 -0.29 0.47 -0.03 0.309
H 6.12117 8.54612 -3.31290 0.18 0.00 -0.04 0.281
H 5.91567 7.88391 -1.69036 0.20 -0.09 -0.07 0.311
C 1.83989 6.40377 9.29497 -0.28 -0.59 -0.23 -1.359
C 2.00808 5.71080 7.90922 0.01 -0.06 2.68 0.471
C 0.99362 5.95364 6.85359 -1.27 -1.18 0.03 -0.329
O 1.78800 6.08851 5.68284 -2.45 0.46 -1.34 -0.310
C 3.06115 6.18808 5.95431 2.17 0.01 0.05 0.658
O 3.94684 6.36744 5.14773 -1.38 -0.25 1.54 -0.561
O 3.19622 6.00085 7.29727 3.20 1.47 -1.26 -0.359
H 2.48788 5.87095 9.99090 -0.13 0.09 0.11 0.335
H 0.80244 6.26637 9.59982 -0.07 -0.39 0.14 0.366
H 1.99485 7.46908 9.46579 0.39 0.09 -0.92 0.351
H 2.15010 4.65525 8.14103 -0.86 -0.30 0.13 0.180
H 0.25254 6.72554 7.06114 0.63 0.77 -0.43 0.300
H 0.37412 5.05919 6.78826 0.04 -0.12 -0.51 0.257
C 8.67757 1.35987 0.33761 -0.39 -0.42 -1.71 -1.354
C 8.61099 0.33133 -0.84250 1.18 1.45 2.00 0.320
C 8.10572 -1.04038 -0.43255 -0.43 1.13 -1.30 -0.297
O 7.17796 -1.23859 -1.54536 -0.25 -2.85 0.59 -0.345
C 6.93081 -0.14931 -2.26082 -1.79 0.30 -0.62 0.724
O 6.08414 0.00680 -3.11622 1.26 -0.81 1.02 -0.601
O 7.68919 0.81006 -1.80475 1.02 1.86 0.10 -0.352
H 7.64306 1.55889 0.61740 0.11 -0.07 0.49 0.364
H 9.06515 2.27973 -0.10028 0.15 0.08 0.31 0.349
H 9.31462 1.01822 1.15341 -0.19 0.00 -0.03 0.367
H 9.60153 0.31580 -1.29713 -0.04 -0.33 -0.22 0.267
H 7.57580 -1.02782 0.51988 -0.29 -0.04 -0.19 0.268
H 8.92241 -1.76006 -0.37614 -0.40 -0.29 -0.46 0.289
```
Forces are in eV/Å.

Properties
* spin multiplicity: 1
* net charge: 0
* HOMO-LUMO gap: 2.91 eV
* relative energy (zero: lowest compared OMol25 entry of this formula, charge and spin): 14.790 eV
* HOMO level: -0.2749 hartree